1.
Computed, not measured: an isolated molecule of C21H28BrNO5, with ωB97M-V/def2-TZVPD.

Structure (XYZ):
```
56
Properties=species:S:1:pos:R:3:forces:R:3
Br -4.50008 2.21004 5.58159 1.86 0.37 -1.29
O 2.01701 -3.69255 -3.11305 -0.73 -4.13 0.29
O 1.07006 0.77703 -3.00674 3.83 9.23 -9.16
O -0.14205 -3.36279 1.10183 5.14 4.05 -1.79
O 0.07128 -0.44234 -0.51971 -0.51 1.01 -2.19
O -1.94051 0.87989 0.14286 4.00 1.47 4.28
N 1.47818 -2.87787 -0.46195 6.56 -3.33 -8.84
C 1.60833 -4.33029 -0.77443 4.56 3.26 -6.35
C -0.52626 0.95355 -0.40067 -1.22 -3.08 3.92
C -1.69804 0.49873 3.23862 10.21 -4.03 -7.12
C 1.12213 -4.62399 -2.25750 3.37 4.21 1.23
C -2.81658 2.02626 4.37776 -2.93 -3.79 0.69
C -0.63241 1.50251 2.92265 0.91 -18.39 -7.66
C 0.45608 1.90604 0.49465 -14.84 -3.81 6.06
C -2.71071 0.52813 3.88970 -2.80 10.74 4.38
C -1.93786 2.94123 4.05264 0.71 -2.84 0.13
C 0.85918 -2.50432 0.49870 -10.10 -2.22 6.18
C 1.95589 2.03746 -2.67746 1.31 -3.87 -3.61
C 2.35535 -1.92618 -1.49908 5.37 -17.06 -2.51
C 2.00290 -2.36839 -2.87533 -2.80 0.05 3.22
C 0.66536 -0.34393 1.61354 4.36 -0.86 9.12
C -0.69126 2.55960 3.36585 -5.52 15.06 7.46
C 0.69219 -1.08048 0.59119 -3.17 2.77 -2.42
C -2.89447 0.05004 -0.33217 0.73 -4.30 -1.90
C 0.54996 1.09495 1.95328 -6.94 -1.30 -5.14
C 1.47690 2.79025 -1.57610 0.03 4.22 2.37
C 1.51042 2.08247 -0.21402 12.64 4.55 -2.24
C -3.42448 0.79350 -1.47926 -0.32 0.13 -0.32
H 2.33285 -1.85886 -3.66619 2.39 2.05 -2.80
H -3.72010 1.65534 -0.99209 -1.26 2.32 0.31
H -0.44046 2.69461 0.72544 2.88 -0.70 -0.79
H -3.67806 -0.30179 0.45572 1.49 0.92 -1.21
H 2.01116 2.77639 -3.68816 -0.07 -2.72 2.63
H -2.40592 -0.89571 -0.81313 -0.74 0.94 1.44
H -0.32696 3.42890 3.05534 3.22 3.17 -1.16
H -2.71599 1.09296 -2.24257 0.38 -0.41 -0.07
H 2.22194 2.90381 0.55445 -1.52 -2.20 -2.06
H -4.22989 0.29969 -1.90221 -1.76 -0.78 -1.17
H 2.25746 1.22297 -0.24742 -1.17 0.61 -0.01
H 0.84898 0.25956 -2.39519 -2.45 -6.13 8.78
H 1.26140 1.56451 2.37082 6.21 2.31 3.08
H 0.09562 -4.42553 -2.25832 -1.66 1.04 -0.65
H 2.33321 3.72215 -1.46348 -2.77 -2.22 -0.59
H 1.25964 -5.56534 -2.68145 0.78 -1.60 -0.22
H 3.39098 -2.44604 -1.31812 -1.33 1.83 0.26
H -2.08631 3.82789 4.46398 -0.23 4.22 1.36
H -0.95195 1.33691 -1.25907 1.51 0.39 -3.15
H 1.17624 -1.04027 2.57508 -1.66 2.11 -2.39
H 0.97557 -4.73897 -0.21773 -4.58 -4.03 5.36
H 2.68229 -4.60281 -0.73271 -0.75 -0.03 0.49
H 2.96116 1.47070 -2.38871 -1.60 1.81 -1.01
H -1.45552 -0.48975 2.82510 0.24 0.14 -0.17
H 2.16214 -1.17122 -1.11745 -2.34 13.38 5.13
H 1.03475 -2.03815 -2.82432 -3.45 0.76 -0.75
H -3.39239 0.03688 4.31044 -5.12 -5.08 2.38
H 0.42166 3.20265 -1.76545 1.63 -0.22 0.20
```
Positions in Å, forces in eV/Å.

Properties
F_max   0.3878 Eh/bohr
E_LUMO   0.013 hartree
2S+1   1
Relative energy (zero: lowest compared OMol25 entry of this formula, charge and spin)   466.1 kcal/mol
DFT total energy   -103980.7446 eV

2.
Computed, not measured: a cluster of 7 separate species, C21H28Cl12F3O5 in total, with ωB97M-V/def2-TZVPD.

Structure (XYZ):
```
69
Properties=species:S:1:pos:R:3:forces:R:3
Cl 7.80204 0.37405 2.81791 0.05 0.06 0.15
Cl -6.03354 1.62703 -6.44219 -0.06 -0.01 -0.07
Cl 5.62491 2.86810 1.98497 0.16 0.13 -0.05
Cl 10.75421 -5.24194 1.91768 0.02 -0.02 -0.04
Cl 2.31540 0.95356 3.10523 0.02 0.03 0.02
Cl 4.30650 0.39922 -2.54900 0.26 0.04 0.00
Cl 2.85495 -2.58137 -3.37254 0.15 -0.08 -0.07
Cl -1.39293 6.22563 7.32064 -0.02 0.05 0.04
Cl 1.09600 2.03197 6.10653 -0.08 -0.08 0.04
Cl -4.80623 0.52459 -9.43189 -0.05 -0.02 -0.07
Cl -3.89382 4.26998 8.57665 -0.05 0.04 0.02
Cl 9.14244 -2.45031 0.79331 -0.01 -0.05 -0.03
F -10.76971 -3.18287 -3.73006 2.35 1.48 2.61
F -10.24297 -1.24267 -2.59834 0.41 -3.50 -0.03
F -10.18330 -3.30321 -1.51667 0.42 1.71 -2.82
O -1.12933 -1.36129 -0.72577 -2.54 1.55 -2.17
O -3.93098 0.29129 -3.88975 -1.69 -2.76 3.33
O -5.00799 -4.38397 -2.87622 -0.09 4.03 1.98
O -1.67267 0.76285 -1.58723 -1.79 -6.01 0.25
O -8.54062 -2.73700 -3.14426 -2.95 -0.24 1.70
C -7.66484 -2.65553 -1.96802 1.44 0.71 1.24
C -2.59941 3.76857 7.45947 0.21 -0.11 -0.16
C -9.91016 -2.63779 -2.73830 0.37 0.36 -0.83
C 2.11322 -1.24428 -2.45427 -0.26 0.27 0.15
C -6.18346 -2.19156 -2.34595 1.24 2.47 -0.90
C -3.56221 -2.63378 -1.76505 -0.23 3.12 -0.84
C -3.22361 -1.25897 -2.01718 -1.75 -2.52 -0.16
C 10.93880 -3.57811 2.52780 0.01 0.19 0.09
C -4.32477 1.55581 -6.93731 0.27 -0.02 -0.02
C 9.64045 -2.79828 2.46702 0.09 0.03 0.24
C -4.93534 -3.22610 -2.38293 0.51 -1.43 -0.52
C 6.44527 0.27283 1.66658 -0.28 -0.07 -0.30
C -4.28495 -0.48117 -2.96343 1.18 1.03 -1.04
C -1.29662 4.49406 7.73019 0.07 -0.26 0.00
C 2.97640 2.25587 4.12393 0.08 0.07 0.14
C -5.83585 -0.82965 -2.64073 -0.21 -2.94 0.73
C -4.14518 1.83203 -8.41688 0.10 0.21 0.19
C 2.80425 1.96943 5.60227 0.33 0.08 -0.11
C -1.90138 -0.58142 -1.40736 2.81 3.31 1.05
C 2.58847 0.11151 -2.93379 -0.54 -0.06 0.00
C 6.22996 1.57357 0.92000 0.05 -0.26 -0.24
H 8.82646 -3.33439 2.95828 0.12 0.00 -0.14
H 7.15041 1.92506 0.45012 -0.09 -0.03 0.18
H 2.01728 0.89911 -2.43855 0.01 -0.18 0.04
H -4.62699 2.76590 -8.71274 -0.04 -0.18 0.05
H -7.61753 -3.65524 -1.39830 -0.17 1.47 -1.15
H 5.48122 1.43246 0.13768 0.01 -0.07 0.14
H 3.33448 2.72238 6.18911 -0.08 -0.02 -0.11
H -3.08196 1.90779 -8.65306 -0.08 -0.07 0.09
H -2.94811 3.93697 6.43908 0.04 0.08 0.17
H 11.27522 -3.65729 3.56343 -0.12 0.02 -0.07
H 4.03800 2.33633 3.88284 -0.17 -0.07 0.16
H -0.99989 4.41035 8.77739 -0.14 0.06 -0.12
H 3.20058 0.98837 5.87011 -0.16 0.08 -0.10
H 6.68921 -0.52317 0.95992 0.04 0.13 0.03
H -2.85956 -3.24881 -1.11432 -1.08 0.69 -1.19
H 11.72696 -3.09161 1.95011 -0.18 -0.08 -0.01
H -2.46006 2.69459 7.59873 0.05 0.12 0.03
H -3.93286 0.57572 -6.66049 -0.13 0.13 -0.02
H 5.55263 -0.02521 2.21985 0.12 0.14 -0.02
H -8.08582 -1.85066 -1.25382 0.68 -1.27 -1.14
H -6.62692 -0.00341 -2.61686 1.34 -1.23 -0.29
H 2.49036 3.19021 3.83622 -0.02 -0.16 0.06
H 2.45969 0.22443 -4.01163 0.14 -0.09 0.14
H 1.03327 -1.32761 -2.59088 0.09 0.10 0.09
H -3.79499 2.31076 -6.35313 -0.05 -0.08 -0.08
H -0.50040 4.06831 7.11605 -0.16 0.03 0.02
H 2.33432 -1.39688 -1.39671 -0.01 0.02 -0.18
H 9.76359 -1.83520 2.96645 0.03 -0.09 -0.09
```
Positions in Å, forces in eV/Å.

Properties
F_max   0.1220 Eh/bohr
E_LUMO   0.049 hartree
2S+1   1
Relative energy (zero: lowest compared OMol25 entry of this formula, charge and spin)   88.2 kcal/mol
DFT total energy   -190889.7867 eV
Charge   -1

3.
Computed, not measured: a cluster of 10 separate species, C21H28Cl30F2Si2 in total, with ωB97M-V/def2-TZVPD.

Structure (XYZ):
```
83
Properties=species:S:1:pos:R:3:forces:R:3
Cl -3.95853 7.92208 5.48749 -0.03 0.36 -0.18
Cl 4.80423 0.89602 -12.37935 -0.21 -0.12 0.03
Cl 2.20314 1.07058 -13.67821 0.08 -0.10 0.14
Cl 1.79368 -2.42768 -2.92779 -2.06 -1.40 -2.51
Cl -1.98761 8.03877 3.34621 -0.21 0.02 0.03
Cl 0.93847 0.35620 4.18734 0.23 -0.02 0.60
Cl -4.23639 1.26004 5.22021 0.07 -0.31 0.13
Cl 1.41130 -1.50613 10.46512 -0.20 -0.09 0.03
Cl 9.36436 -0.10711 -5.51774 -0.05 0.20 -0.09
Cl -0.50274 -2.11611 4.72986 0.38 0.22 0.09
Cl -4.12079 4.64247 5.48142 0.08 -0.13 0.18
Cl -2.95731 3.45603 7.87358 0.00 0.21 -0.03
Cl 2.98032 -0.43789 -9.06910 -0.02 -0.04 0.20
Cl 5.58142 -0.61245 -7.77025 -0.43 -0.20 -0.05
Cl 8.20087 1.07933 -7.90990 0.28 0.18 0.18
Cl 1.04702 -1.80508 -5.67335 -0.01 -0.04 0.05
Cl -1.22919 -4.97097 3.12257 0.06 -0.11 -0.12
Cl -1.00574 -2.01396 -3.61755 0.48 -0.38 -0.28
Cl -0.09956 -0.16837 6.85764 0.09 -0.05 -0.13
Cl -4.95374 5.56294 8.11622 0.19 -0.02 -0.13
Cl 3.54351 -1.50464 -13.44291 -0.05 0.17 0.15
Cl 7.36793 1.99980 -5.27511 0.17 -0.04 -0.12
Cl 4.32070 -3.01310 -8.83381 -0.08 0.19 0.12
Cl -1.41167 -0.80971 10.29313 0.08 -0.14 0.05
Cl -3.71858 10.32463 3.85842 -0.02 -0.23 -0.03
Cl -0.44115 -3.26836 9.06990 0.00 0.09 0.19
Cl 0.76723 -7.07789 2.87993 -0.05 0.19 -0.06
Cl -3.91946 -1.59819 4.75787 -0.11 0.09 0.12
Cl -0.39625 -5.89145 0.48778 0.08 0.09 0.22
Cl -5.45628 -0.65457 7.04500 0.20 0.03 -0.08
Si -1.21945 0.53226 0.17858 -0.83 -0.06 0.17
Si 3.47349 -1.44624 -1.22463 0.19 0.47 1.04
F 3.55894 -2.07893 1.52840 -2.46 0.51 -2.07
F 1.83441 -3.11340 0.23376 1.40 2.79 1.12
C -1.84829 0.75896 2.00779 -0.48 -0.17 0.74
C -3.59804 8.55691 3.87296 0.00 0.01 -0.04
C -3.60572 4.93815 7.15076 0.04 -0.02 -0.04
C 1.49381 -0.58152 0.86963 -0.29 -1.97 0.62
C -4.07379 -0.32978 5.98546 0.04 0.08 -0.01
C -0.61262 2.26919 -0.40216 0.98 1.50 -0.44
C -2.69594 -0.05417 -0.97654 -2.40 -0.88 -2.48
C 4.04313 -1.44029 -8.06647 0.19 -0.13 0.15
C -4.94183 -1.02800 -3.01467 2.06 0.81 1.71
C -0.24404 -2.13645 10.41881 0.02 -0.06 0.00
C -2.43760 0.20308 -2.60056 -4.26 -1.92 1.15
C -3.60264 -0.30213 -3.65798 -0.11 -0.43 4.80
C -4.04197 -0.76813 -0.35069 0.81 0.64 -4.79
C 0.11883 -5.59577 2.15711 0.14 0.06 -0.10
C 0.59211 -0.89243 5.39580 -0.04 -0.16 0.08
C 3.26594 0.06817 -12.67558 -0.01 -0.01 0.03
C -5.20133 -1.27039 -1.40112 4.07 1.93 -1.05
C 8.71595 1.37501 -6.24056 0.07 0.04 0.03
C 0.12933 -0.86910 0.00746 -0.11 -0.32 -0.45
C 0.55794 -2.62716 -4.18190 -0.61 -0.38 0.09
C 2.55658 -1.80792 0.46504 -0.33 -0.26 0.82
H 1.24212 -0.65126 2.03046 0.64 -0.01 -2.73
H 3.52606 -2.68510 -2.03709 1.17 0.14 0.97
H 0.45285 -3.69387 -4.39522 0.08 0.35 0.01
H 0.54770 2.23588 -0.64705 -2.32 0.14 0.38
H -2.81316 5.69056 7.13846 -0.27 -0.25 -0.02
H -5.76094 -1.42279 -3.78231 1.95 0.98 1.93
H -4.07671 -0.89288 0.82344 -0.16 0.21 -2.78
H 1.97938 0.46657 0.68448 -0.80 -2.08 0.06
H -2.41527 -0.19872 2.36722 1.07 1.68 -0.50
H 0.31284 -0.98384 -1.16483 -0.14 0.27 2.54
H -2.61676 1.65690 2.09137 1.71 -1.77 -0.17
H 2.77449 -0.09976 -11.71396 0.21 0.04 -0.38
H 0.91139 -4.84335 2.14481 -0.26 -0.22 -0.04
H -1.43413 0.70860 -3.00407 -2.55 -1.20 1.11
H 2.62707 -0.50757 -2.00265 0.62 0.47 0.71
H 3.55168 -1.60823 -7.10485 0.12 0.06 -0.34
H -0.73911 3.10010 0.44533 0.17 -1.87 -1.83
H -0.43366 -2.67496 11.35073 0.06 0.20 -0.33
H -1.17506 2.64692 -1.36958 1.16 -0.75 1.98
H -0.93501 0.91568 2.72993 -2.06 -0.14 -1.44
H -0.41540 -1.87994 0.32917 1.43 2.10 -0.53
H -6.14862 -1.81248 -0.97242 2.01 1.22 -1.22
H -4.33504 8.15572 3.17274 0.26 0.13 0.26
H -3.43083 -0.16341 -4.81506 -0.62 -0.41 2.64
H 4.78365 -0.86255 -0.96895 0.35 0.08 0.22
H -3.16625 -0.32765 6.59439 -0.26 -0.02 -0.21
H 1.53183 -1.38114 5.66510 -0.31 0.19 -0.09
H 9.50851 2.12742 -6.25287 -0.29 -0.27 0.00
```
Positions in Å, forces in eV/Å.

Properties
F_max   0.0953 Eh/bohr
E_LUMO   0.003 hartree
2S+1   1
DFT total energy   -419082.6630 eV

4.
Computed, not measured: a structure of composition C21H28CrN8O7S2, with ωB97M-V/def2-TZVPD.

Structure (XYZ):
```
67
Properties=species:S:1:pos:R:3:forces:R:3
Cr 0.10480 -0.14344 0.92599 -0.18 0.13 -0.77
S -3.96038 1.41990 2.61980 -0.04 -0.08 -0.04
S -2.33767 -3.70262 -0.78978 -0.07 0.07 -0.04
O 3.55527 -1.77743 -1.27937 0.06 0.02 -0.07
O 6.58918 -0.48169 4.77660 0.15 0.16 -0.02
O 1.17233 1.03831 2.30444 0.08 0.01 0.02
O 1.95564 -0.93411 0.65260 0.17 0.11 0.24
O 4.84764 -3.28230 -0.44491 0.11 -0.15 -0.06
O 2.35819 1.40664 4.02131 0.01 0.01 0.11
O 7.46501 -1.82080 3.32610 0.14 0.15 -0.06
N 0.31877 2.01896 0.09063 -0.04 -0.15 0.19
N -1.83596 0.50354 1.58177 0.02 -0.11 0.13
N -2.00103 0.91552 -1.42764 -0.01 -0.03 0.01
N -1.15017 -1.67434 0.16109 0.06 -0.19 -0.03
N 4.19996 -2.26709 -0.36735 -0.20 0.11 0.17
N 6.59098 -1.08264 3.72464 -0.30 -0.40 0.22
N 2.18898 0.80709 2.99408 0.14 0.05 0.06
N 0.68639 -0.15805 -1.44914 0.05 -0.03 0.06
C 3.20057 -0.10696 2.53349 -0.14 0.16 0.13
C -3.29557 -2.48166 -0.07609 0.14 0.10 0.08
C 1.56606 0.99355 -1.74042 0.08 0.02 -0.07
C 0.00615 -1.30778 2.60697 -0.08 -0.05 0.13
C 5.33261 -1.66821 1.68739 -0.14 0.09 0.02
C -2.49548 -1.49094 0.39410 -0.17 -0.09 -0.03
C 5.38445 -0.97614 2.89598 -0.05 0.21 -0.03
C 4.34812 -0.18209 3.31892 0.22 -0.23 -0.19
C -4.09434 0.03108 1.63833 0.20 -0.01 -0.05
C -1.32103 0.66237 -2.69032 -0.03 0.00 -0.08
C -1.45005 2.50923 3.02694 -0.01 -0.01 0.04
C -2.27433 1.45450 2.37087 0.14 0.09 -0.02
C -0.25392 -0.41413 -2.55169 0.04 -0.06 -0.13
C -2.86404 -0.32129 1.18121 -0.22 -0.03 -0.01
C -0.91948 -2.81514 -0.44389 0.12 0.10 0.14
C 1.64587 1.92456 -0.54308 0.12 0.06 -0.02
C 4.20310 -1.56471 0.92582 -0.06 0.03 -0.10
C 3.02693 -0.84074 1.32363 -0.02 -0.23 -0.20
C -2.00587 2.29191 -0.97175 -0.07 0.09 0.02
C 0.42504 -3.34187 -0.80872 -0.01 -0.07 0.09
C -0.60952 2.84826 -0.71501 0.00 0.08 -0.07
H 2.33577 1.52765 0.19829 0.03 0.00 -0.02
H -0.29387 -0.66621 3.43608 -0.02 0.01 0.08
H 0.53742 -4.36170 -0.44196 0.02 -0.03 -0.04
H 6.16719 -2.27128 1.35782 0.00 0.01 0.01
H -0.71686 3.83036 -0.24454 -0.03 -0.04 -0.02
H 2.03061 2.90495 -0.84917 -0.08 -0.03 0.01
H -0.73443 -1.37578 -2.37185 -0.03 0.08 -0.02
H -2.61117 2.33923 -0.06485 0.02 0.01 -0.01
H -2.08602 3.18034 3.59998 0.01 0.01 0.04
H -2.02162 0.35007 -3.47131 0.03 -0.03 0.05
H 0.28649 -0.50433 -3.50383 -0.02 0.01 0.04
H -2.94453 0.55443 -1.44546 0.01 0.04 -0.02
H -0.71201 2.06539 3.69386 0.00 0.01 -0.03
H 0.45064 2.46819 0.98688 0.03 0.10 -0.04
H -0.12913 3.04619 -1.67424 -0.01 -0.02 0.01
H 1.17296 1.52922 -2.60453 0.00 0.02 0.01
H 1.29451 -0.96667 -1.36061 -0.03 0.08 -0.01
H 2.56878 0.66239 -2.02083 -0.05 -0.03 0.07
H 4.42890 0.37495 4.23999 -0.01 -0.01 0.00
H 0.98845 -1.72468 2.82513 0.04 -0.06 0.03
H -0.92304 3.10754 2.28671 0.02 0.05 -0.01
H -0.70960 -2.12195 2.52440 -0.03 -0.03 0.06
H -4.36482 -2.56596 -0.00707 -0.08 -0.02 0.01
H -0.87667 1.58641 -3.06525 0.01 0.02 0.00
H -2.47227 2.98498 -1.69035 0.00 -0.02 0.03
H 0.56034 -3.36087 -1.89100 0.02 0.00 -0.02
H 1.19614 -2.72731 -0.35561 0.03 -0.02 0.02
H -5.03177 -0.46849 1.47808 -0.10 -0.03 -0.01
```
Positions in Å, forces in eV/Å.

Properties
F_max   0.0155 Eh/bohr
E_LUMO (alpha / beta)   -0.149 / -0.148 hartree
2S+1   2
Relative energy (zero: lowest compared OMol25 entry of this formula, charge and spin)   0.0 kcal/mol
DFT total energy   -98563.3668 eV
Expectation value of S²   0.760
Charge   +1